No. 1
ORCA calculation (ωB97M-V/def2-TZVPD) on a 13-piece molecular cluster, C42H90BrFN13O27 overall.

XYZ file:
```
174
Properties=species:S:1:pos:R:3:mulliken_charge:R:1
C 6.521 -5.439 0.316 -0.952
C 7.572 -4.646 -0.653 0.195
C 8.101 -3.303 0.074 -0.764
C 8.454 -2.076 -0.915 -0.700
C 7.322 -1.736 -2.005 0.165
C 5.859 -1.420 -1.387 0.077
C 5.569 0.153 -1.573 -0.700
C 4.136 0.652 -1.018 0.253
C 3.709 0.007 0.402 -0.245
C 3.176 1.149 1.450 -0.791
C 1.571 1.014 1.507 0.120
C 1.010 0.060 2.675 -0.473
C -0.546 0.495 2.904 -0.723
C -1.375 0.009 1.622 1.000
C -2.836 0.703 1.472 -1.080
C -4.020 -0.347 1.204 -0.394
C -4.377 -0.558 -0.357 -0.223
C -5.348 -1.875 -0.486 0.454
C -6.476 -2.103 0.639 0.077
C -7.957 -2.295 -0.015 -0.315
O -8.934 -2.378 0.788 -0.546
C -4.244 -3.024 -0.699 0.122
C -4.664 -4.559 -0.874 -0.825
C -6.190 -4.815 -1.266 0.329
O -6.740 -4.545 -2.353 -0.454
Br -7.314 -5.703 0.152 -0.121
C -3.399 -2.298 -1.899 -0.441
C -4.203 -2.365 -3.286 -0.131
C -3.304 -2.218 -4.595 0.171
O -2.286 -2.918 -4.816 -0.473
F -3.645 -1.275 -5.635 -0.271
N -3.189 -0.945 -1.235 0.405
C -2.428 0.129 -1.964 0.525
C -0.999 -0.479 -2.443 -1.567
C -3.242 0.899 -3.118 -0.549
C -2.275 1.288 -4.376 -0.983
H 6.926 -6.479 0.580 0.267
H 5.492 -5.588 -0.178 0.190
H 6.339 -4.854 1.295 0.177
H 7.079 -4.479 -1.676 -0.038
H 8.458 -5.363 -0.816 0.423
H 7.289 -2.956 0.808 0.274
H 9.025 -3.608 0.704 0.309
H 8.658 -1.157 -0.249 0.281
H 9.422 -2.335 -1.490 0.306
H 7.710 -0.832 -2.617 -0.143
H 7.214 -2.593 -2.774 0.117
H 5.096 -2.023 -2.008 0.167
H 5.824 -1.778 -0.301 -0.124
H 5.597 0.379 -2.711 0.161
H 6.389 0.824 -1.110 0.108
H 4.216 1.797 -0.858 -0.304
H 3.345 0.469 -1.842 0.260
H 2.901 -0.814 0.279 0.026
H 4.605 -0.491 0.938 0.247
H 3.455 2.216 1.102 0.159
H 3.632 0.977 2.485 0.423
H 1.050 2.028 1.613 0.450
H 1.241 0.558 0.497 -0.462
H 1.071 -1.051 2.346 0.050
H 1.611 0.219 3.652 0.444
H -0.617 1.626 3.040 0.474
H -0.941 -0.094 3.816 0.248
H -0.845 0.152 0.618 -0.933
H -1.580 -1.122 1.741 0.123
H -3.054 1.175 2.510 0.488
H -2.833 1.604 0.743 0.275
H -4.952 0.074 1.752 0.485
H -3.787 -1.344 1.736 0.065
H -4.881 0.456 -0.603 0.075
H -5.997 -1.546 -1.393 0.083
H -6.241 -3.124 1.134 0.046
H -6.593 -1.253 1.391 0.310
H -8.142 -2.386 -1.142 0.333
H -3.576 -2.990 0.237 0.039
H -3.959 -5.060 -1.638 0.369
H -4.446 -5.082 0.137 0.488
H -2.466 -2.922 -2.117 0.591
H -5.064 -1.605 -3.342 0.132
H -4.705 -3.404 -3.350 0.514
H -2.501 -1.221 -0.491 0.268
H -2.153 0.931 -1.172 0.171
H -0.600 -1.080 -1.534 0.332
H -0.265 0.377 -2.614 0.281
H -1.074 -1.183 -3.339 0.430
H -4.212 0.396 -3.452 0.277
H -3.557 1.926 -2.677 0.379
H -2.821 1.934 -5.155 0.409
H -1.846 0.373 -4.906 0.209
H -1.413 1.924 -3.961 0.176
C 2.077 3.842 -1.526 -0.856
N 1.068 2.788 -1.806 0.929
O 0.765 2.592 -2.975 -0.611
O 0.612 2.190 -0.843 -0.377
H 2.393 4.285 -2.469 0.394
H 1.606 4.587 -0.889 0.377
H 2.917 3.365 -1.024 0.160
C 9.244 -4.731 -5.205 -0.830
N 8.872 -4.622 -3.770 0.895
O 9.775 -4.675 -2.951 -0.506
O 7.683 -4.487 -3.517 -0.540
H 10.324 -4.846 -5.279 0.314
H 8.734 -5.604 -5.611 0.300
H 8.918 -3.816 -5.699 0.308
C 4.204 7.689 0.680 -0.799
N 3.189 6.640 0.398 0.938
O 2.889 6.446 -0.775 -0.553
O 2.727 6.045 1.357 -0.543
H 4.524 8.130 -0.262 0.313
H 3.735 8.439 1.316 0.342
H 5.039 7.209 1.184 0.295
C 8.281 8.330 2.469 -0.778
N 6.944 8.614 1.884 0.825
O 6.028 8.843 2.660 -0.505
O 6.862 8.596 0.664 -0.447
H 8.206 8.379 3.554 0.310
H 8.576 7.332 2.147 0.290
H 8.970 9.087 2.095 0.288
C 5.253 6.263 -3.312 -0.300
N 6.504 6.768 -2.688 0.934
O 6.535 6.833 -1.468 -0.504
O 7.410 7.080 -3.443 -0.576
H 4.539 6.025 -2.525 0.021
H 4.867 7.050 -3.958 0.320
H 5.507 5.371 -3.883 0.101
C 8.115 2.542 -3.743 -0.769
N 6.781 2.832 -4.332 0.832
O 5.865 3.072 -3.557 -0.443
O 6.698 2.809 -5.548 -0.533
H 8.040 2.597 -2.658 0.304
H 8.403 1.539 -4.060 0.273
H 8.810 3.291 -4.120 0.342
C -1.605 1.627 6.577 -0.477
N -0.117 1.642 6.575 0.956
O 0.446 1.386 5.519 -0.526
O 0.432 1.911 7.629 -0.544
H -1.955 1.376 5.577 0.045
H -1.926 0.876 7.297 0.208
H -1.942 2.622 6.865 0.339
C -6.990 -3.709 4.128 -0.727
N -5.741 -3.208 4.761 0.946
O -5.713 -3.158 5.981 -0.599
O -4.832 -2.883 4.010 -0.530
H -7.704 -3.959 4.910 0.333
H -7.377 -2.915 3.491 0.274
H -6.731 -4.593 3.546 0.253
C 2.982 -5.419 2.194 -0.854
N 3.411 -4.030 1.889 0.869
O 4.397 -3.606 2.474 -0.495
O 2.745 -3.413 1.073 -0.472
H 3.662 -5.844 2.930 0.311
H 1.967 -5.370 2.589 0.310
H 3.017 -5.985 1.264 0.327
C -10.643 -0.573 -0.656 -0.930
N -12.005 0.021 -0.696 0.940
O -12.908 -0.614 -0.178 -0.510
O -12.117 1.107 -1.247 -0.544
H -10.691 -1.529 -0.141 0.429
H -10.313 -0.706 -1.687 0.288
H -9.997 0.122 -0.120 0.313
C -14.937 0.927 -1.757 -0.747
N -16.261 1.205 -2.372 0.870
O -17.198 1.415 -1.617 -0.519
O -16.314 1.202 -3.592 -0.524
H -15.038 0.961 -0.674 0.344
H -14.624 -0.064 -2.083 0.282
H -14.246 1.693 -2.104 0.299
C -5.144 -1.519 8.460 -0.665
N -4.214 -0.359 8.477 0.856
O -3.439 -0.275 9.415 -0.498
O -4.294 0.428 7.545 -0.524
H -4.959 -2.129 9.342 0.310
H -6.160 -1.125 8.468 0.272
H -4.948 -2.087 7.550 0.299
```

Computed properties:
Electronic energy = -7069.84342 Eh
Charge = +1
Frontier orbital gap = 8.35 eV
HOMO = -11.5 eV
Maximum force = 0.1157 Eh/bohr

No. 2
ORCA calculation (ωB97M-V/def2-TZVPD) on C18H25BrHfIN3O5 as an isolated structure.

XYZ file:
```
54
Properties=species:S:1:pos:R:3:mulliken_charge:R:1
Hf -0.285 -0.180 -0.015 0.496
O 2.034 0.060 -0.206 -0.439
C 2.460 1.411 -0.563 -0.638
C 1.576 2.370 0.200 -0.811
N 0.147 2.039 -0.024 0.050
C -0.386 2.483 -1.345 -0.596
C -1.099 1.258 -1.945 0.638
O -2.247 1.276 -2.292 -0.479
O -0.355 0.157 -1.873 -0.459
C -0.650 2.480 1.154 -0.443
C -0.498 1.432 2.293 0.435
O -0.647 1.714 3.435 -0.502
O -0.193 0.209 1.820 -0.555
H 2.762 -0.528 -0.433 0.276
H 3.497 1.559 -0.266 0.546
H 2.374 1.534 -1.644 0.325
H 1.784 2.256 1.265 0.458
H 1.792 3.402 -0.084 0.457
H -1.075 3.319 -1.259 0.415
H 0.423 2.773 -2.017 0.366
H -0.319 3.444 1.543 0.473
H -1.705 2.577 0.900 0.357
Br -6.201 -1.530 0.941 -0.169
C -6.162 0.086 -0.025 -0.225
C -7.352 0.653 -0.460 -0.377
C -7.340 1.830 -1.190 -0.654
C -6.141 2.447 -1.510 -0.702
C -4.938 1.904 -1.081 -0.065
C -4.984 0.746 -0.340 0.659
I -3.148 -0.072 0.527 0.414
H -8.281 0.156 -0.217 0.415
H -8.277 2.262 -1.512 0.404
H -6.127 3.356 -2.095 0.409
H -4.004 2.372 -1.350 0.367
C 1.029 -2.784 -0.949 -0.262
C 1.136 -4.337 -0.907 -0.967
N 0.138 -4.867 -0.001 -0.046
C 0.356 -4.369 1.347 -0.897
C 0.262 -2.813 1.366 -0.452
N -0.060 -2.328 -0.020 0.826
C -1.351 -2.966 -0.458 -0.380
C -1.186 -4.515 -0.473 -0.998
H 0.804 -2.418 -1.951 0.557
H 1.971 -2.360 -0.608 0.109
H 2.123 -4.642 -0.560 0.366
H 0.984 -4.763 -1.898 0.299
H 1.338 -4.697 1.685 0.318
H -0.387 -4.807 2.012 0.315
H 1.205 -2.361 1.679 0.453
H -0.519 -2.471 2.047 0.456
H -1.616 -2.575 -1.443 0.514
H -2.125 -2.706 0.259 0.292
H -1.322 -4.914 -1.477 0.305
H -1.930 -4.977 0.173 0.347
```

Computed properties:
Electronic energy = -4160.62414 Eh
Charge = +2
Frontier orbital gap = 7.35 eV
HOMO = -14.4 eV
Maximum force = 0.0619 Eh/bohr
ΔE to the lowest compared entry with this formula, charge and spin = 114.6 kJ/mol

Question: What is the maximum force in the second record?
Answer: 0.0619 Eh/bohr

Question: Among the records above, which one has the highest electronic energy?
Answer: C18H25BrHfIN3O5

Question: What is the electronic energy in the second record?
Answer: -4160.62414 Eh

Question: The lowest HOMO belongs to which entry?
Answer: C18H25BrHfIN3O5